# C20H39N5O6PS

2 unconnected molecules or ions with the total composition C20H39N5O6PS at a distorted geometry (ωB97M-V/def2-TZVPD, OMol25).

E_HOMO: -10.717 eV
Largest force on an atom: 4.23 eV/Å
Charge: +1

```
72
Properties=species:S:1:pos:R:3:mulliken_charge:R:1
H 4.9833 1.5974 1.5096 0.42
C -5.0391 -0.7336 0.4720 -1.00
N -2.7666 2.0785 -0.1808 -0.37
H 1.8711 -5.1683 3.6594 0.37
C -3.9443 -0.1560 -0.1502 0.56
H 3.4952 -3.7434 2.0642 0.15
H 1.6085 -2.9941 -1.9258 0.60
H -0.8842 1.1826 -0.7355 0.10
H -0.6933 3.7424 0.8512 0.45
H 3.8609 0.5608 2.3219 0.21
S 1.3657 4.0462 -3.4537 -0.19
C 2.6928 -1.1550 -1.7053 -0.66
H -4.6161 3.5298 1.9933 0.32
H 4.2979 0.6532 -0.4153 0.44
H 1.1367 4.3512 -2.1578 0.10
O -5.0552 3.5281 2.8519 -0.65
H 3.6373 0.9735 -2.7598 0.31
H -4.0175 -1.8206 -3.0766 0.47
C 2.6785 -4.4339 1.8276 -0.24
C 1.8665 -2.3230 -1.1044 -0.68
C 2.3194 0.6280 -0.1300 -2.44
H -6.6260 -2.1040 0.2991 0.38
H 0.6225 -4.4560 2.6521 0.30
H -1.8019 -0.7292 -2.0149 0.26
C 0.8837 2.2947 0.9201 -1.03
C 2.6132 1.1998 -2.4193 -0.51
H 2.3501 1.3544 -4.5514 0.36
H 1.4036 2.8866 0.1549 0.74
H -2.3406 0.5354 1.1806 -0.43
C 1.7125 1.2561 -3.6713 -0.81
H -0.0112 2.1798 -2.7677 -0.40
H -1.1627 2.8774 -1.1800 0.59
C -3.5965 -0.5826 -1.4049 0.40
O 0.7842 0.6869 3.3319 -0.60
N 3.5420 0.8390 0.2357 0.50
H 2.6718 -1.0550 2.9155 0.35
H 0.0544 2.3287 -4.5099 0.48
C -5.7580 -1.6810 -0.1979 -0.63
C -0.6058 2.6509 0.8669 -1.15
H 3.0733 -5.4455 1.7379 0.43
C 1.6537 -4.3356 2.9823 -0.97
H 1.7881 -3.4323 3.5770 0.17
H -1.1146 2.3202 1.7779 0.52
H 3.3971 2.2399 1.8589 0.28
C 0.6619 2.3758 -3.6041 -0.02
H 2.6664 2.1753 -1.9239 0.53
C -4.3195 -1.5423 -2.0738 -0.40
H -3.9025 1.2849 1.3957 0.13
C -1.3242 2.1291 -0.3924 -0.45
N 1.1723 0.8493 0.6386 1.67
H 1.2693 2.6511 1.8804 0.26
H -5.9925 -2.8277 -1.9935 0.38
O 2.7422 -3.0552 -0.2334 -0.39
H -5.9866 3.6466 2.6396 0.32
H -5.2996 -0.3919 1.4669 0.42
H 3.7333 -1.2344 -1.3550 0.38
H -1.0378 -0.8214 2.4639 0.26
C 3.9232 1.3361 1.5618 -0.83
N 2.1059 0.1812 -1.4598 0.98
P 0.9422 -0.1990 1.9744 0.40
H -3.1720 2.0124 -1.1058 0.38
H 0.8972 0.1135 4.1041 0.40
C -3.2026 0.9271 0.6303 0.39
O 1.0282 -4.4856 0.1096 -0.56
C 2.0696 -4.0016 0.5014 0.44
H 0.9698 -1.9576 -0.5937 0.21
N -0.3553 -0.9884 1.7347 -0.73
C -5.4175 -2.0791 -1.4601 -0.49
O -2.4842 -0.0505 -2.0738 -0.55
H 1.1472 0.3175 -3.6884 0.33
O 2.1612 -1.2494 2.1152 -0.44
H 2.6741 -1.2877 -2.7885 0.48
```